10
Properties=species:S:1:pos:R:3:lowdin_charge:R:1 method="wB97M-V/def2-TZVPD" de_lowest_kcal_mol=93.1 mol_weight_g_mol=284.833 charge=-1 gap_ev="5.12 / 7.94" fmax_ha_per_bohr=0.0986
C -1.896 0.439 0.792 -0.85
C -0.622 0.562 -0.235 -0.57
C 2.422 -0.742 -0.245 -0.74
O -1.842 -0.124 1.806 0.09
O -2.656 1.056 0.134 0.06
F -0.875 0.075 -1.405 0.01
F 2.730 -0.830 -1.547 -0.07
F 2.768 -1.984 0.203 -0.07
Br 0.165 2.248 -0.406 0.73
Br 3.501 0.770 0.561 0.41

=====

17
Properties=species:S:1:pos:R:3:lowdin_charge:R:1 method="wB97M-V/def2-TZVPD" de_lowest_kcal_mol=203.7 mol_weight_g_mol=115.136 gap_ev=9.75 fmax_ha_per_bohr=0.1224
H -3.128 -1.355 -1.215 0.11
N -3.110 -0.887 -0.216 0.09
C -2.066 -0.239 -0.007 -0.29
N -0.891 0.122 -0.868 -0.09
O -0.578 -1.150 -1.470 -0.17
C 0.086 -0.004 0.192 -0.46
C 0.274 1.174 0.999 -0.12
C 1.467 0.744 0.057 -0.21
N 2.715 -0.217 0.044 -0.01
H -1.799 0.093 1.251 0.20
H -0.155 -1.162 -2.588 0.25
H -0.009 -0.943 0.855 0.17
H -0.492 1.936 0.828 0.11
H 0.545 1.204 2.005 0.08
H 1.089 1.146 -0.941 0.13
H 2.335 -0.823 0.823 0.06
H 3.717 0.360 0.252 0.14

=====

11
Properties=species:S:1:pos:R:3:lowdin_charge:R:1 method="wB97M-V/def2-TZVPD" de_lowest_kcal_mol=31.9 mol_weight_g_mol=464.735 gap_ev="8.17 / 7.97" fmax_ha_per_bohr=0.0642
C 0.681 0.282 0.439 -0.80
C -1.743 0.517 0.064 -0.89
C 1.260 -0.726 -0.517 -1.01
F 0.998 1.538 0.067 -0.06
F -2.207 0.050 1.207 0.01
F -1.987 -0.348 -0.902 0.02
F 0.783 -0.509 -1.751 0.03
F 2.598 -0.582 -0.613 0.02
Br 0.924 0.006 2.274 0.79
I -2.129 2.517 -0.358 0.98
I 0.822 -2.745 0.091 0.92

=====

10
Properties=species:S:1:pos:R:3:mulliken_spin:R:1 method="wB97M-V/def2-TZVPD" s2=0.75 mol_weight_g_mol=116.990 spin_multiplicity=2 charge=+1 gap_ev="5.38 / 4.68" fmax_ha_per_bohr=0.1274
O 2.767 0.360 -0.104 0.27
C 1.604 0.476 0.003 0.20
O 0.539 0.890 0.200 -0.01
Be 4.052 1.028 -0.381 0.53
O -0.323 -2.220 -0.174 0.00
C -1.093 -1.197 0.242 0.00
C -1.520 -0.045 0.203 0.00
O -1.982 1.114 0.018 0.00
Li -3.000 2.465 0.396 0.00
H -1.045 -2.870 -0.404 0.00

=====

89
Properties=species:S:1:pos:R:3:lowdin_charge:R:1 method="wB97M-V/def2-TZVPD" de_lowest_kcal_mol=56.9 mol_weight_g_mol=904.485 gap_ev=4.52 fmax_ha_per_bohr=0.0360
Sn -1.462 -0.604 -0.465 1.16
C 4.668 -2.838 -0.010 -0.06
N 3.887 -1.799 0.647 -0.16
C 3.910 -1.864 2.097 -0.05
C 2.809 -1.229 -0.021 -0.37
N 1.621 -1.125 0.479 0.14
C 1.148 -2.083 1.385 -0.27
C 1.285 -3.417 1.046 -0.06
C 0.688 -4.444 1.782 -0.08
C -0.070 -4.151 2.876 -0.05
C -0.211 -2.816 3.304 -0.17
C -0.991 -2.547 4.454 -0.05
C -1.123 -1.275 4.929 -0.08
C -0.439 -0.224 4.310 -0.06
C 0.358 -0.419 3.169 -0.26
N 0.998 0.631 2.571 0.13
C 1.432 1.696 3.181 -0.35
N 1.645 2.839 2.470 -0.13
C 2.427 3.960 2.972 -0.06
C 1.125 2.990 1.116 -0.05
N 1.865 1.745 4.504 -0.17
C 2.357 0.539 5.154 -0.05
C 1.251 2.708 5.412 -0.07
C 0.428 -1.750 2.590 -0.04
N 3.134 -0.653 -1.217 -0.14
C 2.118 -0.337 -2.190 -0.05
C 4.471 -0.192 -1.549 -0.05
H 4.349 -3.831 0.327 0.09
H 5.729 -2.722 0.228 0.09
H 4.543 -2.789 -1.089 0.08
H 4.941 -1.718 2.433 0.09
H 3.553 -2.821 2.486 0.09
H 3.292 -1.069 2.513 0.07
H 1.829 -3.656 0.142 0.10
H 0.804 -5.473 1.456 0.10
H -0.574 -4.935 3.432 0.11
H -1.482 -3.376 4.952 0.11
H -1.739 -1.074 5.798 0.11
H -0.521 0.777 4.712 0.10
H 3.008 3.659 3.837 0.08
H 1.795 4.811 3.243 0.09
H 3.111 4.291 2.190 0.08
H 0.932 2.011 0.698 0.05
H 1.871 3.507 0.509 0.08
H 0.199 3.572 1.103 0.08
H 2.787 -0.133 4.414 0.08
H 1.580 -0.001 5.700 0.08
H 3.140 0.825 5.859 0.09
H 0.715 3.473 4.853 0.09
H 2.007 3.190 6.037 0.09
H 0.533 2.208 6.072 0.08
H 1.199 -0.839 -1.920 0.03
H 2.432 -0.686 -3.179 0.10
H 1.932 0.741 -2.246 0.10
H 5.105 -0.195 -0.668 0.09
H 4.410 0.832 -1.930 0.09
H 4.935 -0.809 -2.325 0.09
S -2.129 1.283 1.356 0.70
C -3.266 2.298 0.560 -0.67
C -3.609 3.516 1.179 -0.06
C -4.463 4.416 0.584 -0.19
C -4.797 5.646 1.257 -0.17
N -5.046 6.628 1.804 0.17
C -4.987 4.125 -0.698 -0.18
C -4.666 2.935 -1.311 -0.06
C -3.822 1.988 -0.698 -0.66
S -3.506 0.532 -1.558 0.71
C -5.831 5.081 -1.371 -0.17
N -6.493 5.851 -1.915 0.17
H -3.192 3.734 2.154 0.12
H -5.068 2.711 -2.291 0.12
Cl 0.955 -3.723 -7.094 0.67
C 0.421 -3.318 -5.487 -0.66
C 0.431 -4.309 -4.493 -0.11
C 0.013 -4.014 -3.222 -0.56
Cl -0.019 -5.271 -2.032 0.73
C -0.439 -2.705 -2.843 -0.37
O -0.859 -2.434 -1.662 -0.18
C -0.414 -1.734 -3.884 -0.14
C -0.787 -0.363 -3.624 -0.17
O -0.988 0.161 -2.527 -0.21
C -0.007 -2.060 -5.190 -0.07
H 0.757 -5.312 -4.733 0.11
H -0.867 0.272 -4.525 0.15
H -0.027 -1.292 -5.959 0.12
F -3.732 -1.608 1.267 0.02
C -2.972 -2.151 0.311 -0.47
F -2.334 -3.220 0.818 0.02
H -3.585 -2.450 -0.536 0.11

=====

59
Properties=species:S:1:pos:R:3:lowdin_charge:R:1 method="wB97M-V/def2-TZVPD" de_lowest_kcal_mol=55.6 mol_weight_g_mol=339.356 charge=+1 gap_ev=10.32 fmax_ha_per_bohr=0.0507
C 1.117 1.738 1.490 -0.21
O 2.523 1.596 1.480 -0.05
C 0.556 0.635 0.621 -0.25
C -0.951 0.465 0.655 -0.12
C -1.344 -0.435 -0.552 -0.23
N -2.483 0.044 -1.360 0.02
N 1.237 -0.651 1.136 0.24
H 0.799 1.611 2.530 0.14
H 0.791 2.692 1.075 0.10
H 2.952 2.455 1.435 0.10
H 0.877 0.654 -0.420 0.14
H -1.287 0.073 1.621 0.10
H -1.464 1.428 0.743 0.11
H -0.535 -0.662 -1.246 0.09
H -1.687 -1.358 -0.093 0.10
H -3.373 -0.321 -1.066 0.08
H -2.378 1.045 -1.422 0.05
H 2.186 -0.264 1.232 0.14
H 1.129 -1.298 0.357 0.10
H 0.693 -1.007 1.920 0.13
H -0.296 -2.988 -0.133 0.00
H -0.126 -4.458 -0.367 0.07
O 0.151 -3.608 -0.725 -0.05
H 0.845 0.808 -3.787 0.01
H 2.184 1.383 -4.311 0.07
O 1.782 0.969 -3.540 -0.07
H 3.824 2.941 -2.240 0.06
H 2.320 2.615 -2.465 0.01
O 2.939 3.296 -2.174 -0.05
H -3.444 1.617 0.341 -0.01
H -4.759 2.184 0.595 0.06
O -3.954 1.966 1.084 -0.05
H 2.317 4.916 0.191 0.07
H 1.767 3.881 -0.734 0.03
O 1.837 4.079 0.221 -0.07
H 2.759 -1.785 3.289 0.04
H 2.309 -2.964 2.448 0.00
O 3.104 -2.509 2.757 -0.05
H -1.616 2.713 -4.421 0.05
H -2.630 3.320 -3.533 0.05
O -2.214 2.466 -3.703 -0.06
H -3.099 1.012 4.712 0.07
H -2.985 0.911 3.240 0.03
O -2.648 0.483 4.042 -0.05
H 3.167 -3.887 0.969 0.05
H 2.253 -3.607 -0.257 0.03
O 2.262 -3.939 0.644 -0.07
H 1.953 -0.978 -2.688 0.02
H 1.428 -2.221 -1.919 0.02
O 1.935 -1.408 -1.825 -0.04
H -0.949 -0.822 -4.524 0.07
H -1.409 0.392 -3.524 0.01
O -0.717 -0.024 -4.050 -0.04
H -1.140 -3.009 2.679 0.04
H -0.053 -3.805 1.884 0.05
O -0.339 -2.915 2.120 -0.07
H -2.714 -1.138 2.820 0.00
H -2.641 -2.229 3.849 0.06
O -2.760 -2.099 2.900 -0.05

=====

18
Properties=species:S:1:pos:R:3:lowdin_charge:R:1 method="wB97M-V/def2-TZVPD" smiles=CSC.O.O.O de_lowest_kcal_mol=13.6 mol_weight_g_mol=116.182 gap_ev=9.07 fmax_ha_per_bohr=0.0317
C 0.418 -1.224 0.829 -0.46
S 2.126 -1.777 0.645 0.75
C 3.004 -0.228 0.326 -0.44
H 0.208 -0.509 0.037 0.00
H 0.201 -0.739 1.781 0.04
H -0.230 -2.091 0.766 0.03
H 3.951 -0.312 0.854 0.02
H 3.166 0.027 -0.716 0.03
H 2.508 0.650 0.754 0.04
O -0.849 2.667 -1.312 -0.08
H -1.289 1.922 -1.800 0.02
H -0.008 2.264 -1.152 0.00
O -2.487 -0.208 1.144 -0.05
H -3.293 -0.071 1.631 0.04
H -2.054 0.597 0.825 0.04
O -1.708 -0.044 -1.818 -0.05
H -2.515 -0.167 -1.306 0.04
H -1.147 -0.757 -1.488 0.03

=====

21
Properties=species:S:1:pos:R:3:mulliken_spin:R:1 method="wB97M-V/def2-TZVPD" s2=0.75 de_lowest_kcal_mol=36.0 mol_weight_g_mol=112.149 spin_multiplicity=2 gap_ev="3.27 / 11.60" fmax_ha_per_bohr=0.0305
C 1.137 0.756 -1.108 0.47
C 0.445 2.109 -0.796 0.07
C -1.066 2.191 -0.794 0.45
O -1.572 1.136 0.047 -0.23
N 0.619 -0.316 -0.225 0.32
H 2.206 0.862 -0.945 0.02
H 1.028 0.493 -2.159 -0.14
H 0.878 2.342 0.182 -0.12
H 0.846 2.839 -1.506 0.01
H -1.522 3.102 -0.417 0.02
H -1.395 1.951 -1.793 -0.07
H -1.998 1.450 0.851 0.05
H -0.256 -0.772 -0.547 -0.08
H 0.129 0.113 0.569 0.14
H 1.333 -0.958 0.121 -0.24
H -0.703 -3.526 -0.551 0.04
H -1.437 -3.170 0.751 -0.06
O -0.614 -2.996 0.260 0.08
H 1.149 -1.837 2.971 -0.11
H 0.774 -2.504 1.590 0.00
O 1.076 -1.689 2.024 0.36